Formula: C9H15F4N3O2
Source: OMol25
Level of theory: the ωB97M-V functional and the def2-TZVPD basis

Cartesian coordinates (Å):
N  -1.7479  3.2760  0.2646
C  -0.8278  2.5959  -0.5051
N  0.3326  2.2485  0.0477
C  0.2846  1.3573  1.2389
C  -0.4807  0.0802  1.0012
C  0.1048  -0.8001  -0.0377
F  -0.5127  -1.9937  -0.1998
C  1.2633  -0.5799  -0.7620
F  1.3791  0.2748  -1.8013
F  2.4372  -1.0723  -0.4527
N  -1.0209  2.3230  -1.8341
C  -2.3817  2.3755  -2.3554
C  -3.0227  1.0242  -2.4956
O  -3.5577  0.6604  -3.4847
F  -3.0016  0.2772  -1.4008
H  -2.4762  2.7914  0.7559
H  -1.6828  4.2721  0.3574
H  0.9795  1.9229  -0.6611
H  1.2857  1.1894  1.6120
H  -0.2199  1.9126  2.0224
H  -0.4468  -0.5058  1.9231
H  -1.5433  0.3038  0.8313
H  -0.3618  2.7814  -2.4523
H  -2.3540  2.7670  -3.3621
H  -3.0440  3.0239  -1.7883
C  3.1986  -4.4749  1.5270
C  1.9326  -3.6527  1.8815
O  1.6101  -3.7841  3.1660
H  3.0224  -5.5353  1.7065
H  3.4622  -4.3504  0.4647
H  4.0522  -4.1494  2.1232
H  1.1576  -3.9632  1.1305
H  2.1799  -2.5956  1.5391

Atomic forces in eV per Å
N -0.73 -1.10 -0.01
C 0.86 0.26 0.38
N -0.24 -0.41 -1.01
C -0.13 0.84 1.08
C -0.84 0.24 -1.00
C 0.31 0.36 -1.40
F 0.84 -0.53 1.41
C -0.65 -0.52 0.98
F 0.44 1.17 0.89
F 0.13 -1.12 -1.38
N -0.83 1.12 0.46
C 0.21 0.35 -0.40
C -0.40 -0.09 -1.00
O 0.02 -0.08 0.21
F 0.24 -0.06 0.64
H -0.13 0.06 0.09
H 0.18 0.12 0.06
H 0.15 -0.29 0.10
H 0.33 -0.08 -0.30
H -0.08 0.14 0.12
H 0.08 -0.18 0.12
H -0.09 0.07 0.04
H 0.46 -0.70 -0.13
H 0.04 0.11 -0.21
H 0.03 0.04 0.31
C 0.06 0.29 -0.56
C 0.51 -0.63 0.00
O -0.40 0.51 -0.17
H -0.05 -0.01 0.12
H 0.00 -0.03 0.03
H -0.05 -0.01 0.13
H -0.18 -0.01 0.18
H -0.08 0.19 0.23

Summary:
2S+1: 1
E_LUMO (eV): -2.7601

Results of the natural (NBO) charge analysis, in e, for atoms 1 through 2: -0.9284 0.7266



Formula: C3H16O4
Source: OMol25
Level of theory: the ωB97M-V functional and the def2-TZVPD basis

Cartesian coordinates (Å):
C  0.3637  1.3494  -1.5414
C  -0.2550  0.4964  -0.3419
C  -0.3258  -1.0404  -0.6055
H  -0.0375  1.2150  -2.5733
H  0.4374  2.4861  -1.3840
H  1.3500  0.8221  -1.6257
H  0.2442  0.5757  0.6234
H  -1.2803  0.9957  -0.2475
H  0.6899  -1.4185  -0.5476
H  -0.7340  -1.2068  -1.6037
H  -0.9568  -1.6836  0.1369
O  -3.2423  0.4298  -1.4688
H  -4.1466  0.2093  -1.5610
H  -2.8829  0.2627  -0.6036
O  -1.6604  1.0025  3.5181
H  -2.0105  1.8784  3.6062
H  -2.0113  0.6123  2.7517
O  2.4280  -1.0975  3.7385
H  3.3710  -1.0549  3.8700
H  2.1824  -0.3287  3.2563
O  2.4926  -1.2562  -2.5012
H  3.4285  -1.1327  -2.7953
H  2.5557  -2.1163  -2.1004

Atomic forces in eV per Å
C 1.58 -0.84 0.50
C -2.36 0.92 -1.00
C -1.05 0.02 0.54
H -0.53 -0.23 1.09
H 0.05 -1.88 0.19
H -0.19 1.28 -0.19
H 0.29 0.77 -0.22
H 1.13 -1.01 0.46
H 0.09 -0.18 -0.16
H 0.10 -0.21 0.04
H 1.00 1.49 -1.07
O 1.46 0.74 -0.98
H -1.26 -0.48 0.43
H -0.41 -0.35 0.42
O 1.19 -0.02 1.66
H -0.37 0.58 -0.14
H -0.79 -0.56 -1.54
O -0.16 -1.13 0.57
H 0.39 0.12 0.00
H -0.25 1.00 -0.57
O 1.53 0.47 -0.60
H -1.16 0.17 0.19
H -0.31 -0.67 0.38

Summary:
Structure (SMILES): CCC.O.O.O.O
2S+1: 1
E_LUMO (eV): 0.5632
Energy relative to the best compared isomer or geometry (same formula, charge and spin) (kcal per mole): 35.2

Results of the natural (NBO) charge analysis, in e, for atoms 1 through 2: -0.6346 -0.3923



Formula: C6H8S
Source: OMol25
Level of theory: the ωB97M-V functional and the def2-TZVPD basis

Cartesian coordinates (Å):
S  -2.6220  -0.1641  -0.5772
C  -1.1504  -0.1438  0.5298
C  -0.3535  1.1270  0.3797
C  0.8827  1.2223  -0.1102
C  1.6509  -0.0131  -0.6476
C  0.9611  -1.2839  -0.1813
C  -0.2561  -1.3892  0.3556
H  -3.2313  1.0559  -0.1602
H  -1.5480  -0.1184  1.5887
H  -0.9232  2.0729  0.6103
H  1.3460  2.2097  -0.2019
H  1.7356  0.0370  -1.7780
H  2.7305  -0.0967  -0.3121
H  1.5791  -2.2372  -0.1906
H  -0.8014  -2.2785  0.6950

Atomic forces in eV per Å
S -0.50 1.14 0.33
C 0.67 0.38 1.32
C -0.53 1.07 -0.43
C 0.42 -0.69 -0.45
C 0.11 0.16 0.24
C 0.58 -1.76 0.24
C -1.36 1.42 -0.29
H 0.92 -1.54 -0.36
H 0.29 -0.34 -1.06
H 0.77 -1.05 -0.04
H -0.09 -0.39 -0.01
H -0.32 -0.11 1.15
H -1.17 0.49 -0.15
H -0.74 1.27 -0.25
H 0.96 -0.07 -0.25

Summary:
Structure (SMILES): SC1C=CCC=C1
2S+1: 1
E_LUMO (eV): 0.8250
Energy relative to the best compared isomer or geometry (same formula, charge and spin) (kcal per mole): 22.5

Results of the natural (NBO) charge analysis, in e, for atoms 1 through 2: -0.0466 -0.3970



Formula: H36O18
Source: OMol25
Level of theory: the ωB97M-V functional and the def2-TZVPD basis

Cartesian coordinates (Å):
O  1.1776  1.2089  -2.7836
H  0.8683  1.2204  -1.9027
H  1.9828  1.7376  -2.7973
O  2.8630  3.2392  -3.8509
H  3.7719  3.0468  -3.6060
H  2.6067  4.1170  -3.5600
O  1.3252  -2.6503  -1.8676
H  1.7389  -3.0590  -1.0915
H  1.4434  -1.7547  -1.5107
O  4.6736  -0.6735  2.0670
H  5.4165  -0.0654  1.9649
H  4.7456  -1.1474  1.2264
O  1.5250  -4.2584  0.8936
H  1.8629  -3.7195  1.6132
H  0.6019  -4.3779  1.1355
O  1.9775  -2.3205  -4.9762
H  1.4885  -2.0015  -4.2208
H  1.3884  -2.8732  -5.4890
O  1.4120  -2.0055  5.1512
H  0.8492  -1.7134  4.4268
H  2.2537  -2.2012  4.7300
O  -5.8075  1.1850  -2.3258
H  -5.5658  0.9684  -1.4363
H  -5.0731  1.6885  -2.6808
O  -2.2618  -2.8970  -2.6334
H  -3.1657  -2.9138  -2.9740
H  -2.0217  -3.8168  -2.7634
O  1.7422  1.2502  -5.9308
H  1.8510  2.0000  -5.3337
H  1.1361  0.6949  -5.4263
O  2.6657  2.6965  1.6726
H  2.6293  3.6461  1.8348
H  2.5333  2.3360  2.5571
O  1.9309  -0.2890  1.9897
H  1.9272  0.4602  1.3879
H  2.8430  -0.4411  2.2859
O  -0.8568  -0.6360  -1.1608
H  -1.4778  -1.2007  -1.6533
H  -0.6108  -1.3652  -0.5722
O  -0.7642  0.3391  4.1626
H  -0.8046  1.2272  4.5264
H  0.0986  0.3321  3.7269
O  -2.7769  3.3854  1.9754
H  -3.7204  3.4012  2.0731
H  -2.6525  3.7613  1.0932
O  -4.5728  -1.8509  2.3389
H  -5.3152  -2.4150  2.5667
H  -4.2879  -1.3810  3.1331
O  -1.1365  2.9554  -0.0542
H  -0.8962  3.7994  0.3304
H  -1.9724  2.6195  0.2457
O  -3.5440  0.0728  3.9769
H  -3.4291  0.7551  3.3156
H  -2.6160  -0.1164  4.2001

Atomic forces in eV per Å
O 0.65 -0.23 -1.40
H -0.81 -0.08 1.52
H -0.15 0.15 -0.15
O -0.21 -0.40 -0.17
H 0.07 0.42 0.00
H 0.32 0.06 0.14
O 0.62 0.63 1.27
H -0.17 -1.13 -0.29
H -0.57 0.43 -0.96
O 0.65 -0.09 -0.59
H -0.13 0.23 0.46
H -0.36 -0.24 0.16
O 0.00 0.12 0.03
H 0.17 0.09 0.08
H -0.13 -0.10 -0.16
O 0.54 0.08 -0.43
H -0.28 -0.09 0.42
H -0.23 -0.04 0.06
O 0.05 0.00 -0.12
H -0.11 0.03 0.07
H 0.08 -0.02 0.05
O -0.38 0.15 -0.70
H 0.25 -0.22 0.74
H 0.15 0.04 -0.04
O -0.59 -0.20 -0.25
H -0.01 0.44 0.13
H 0.58 -0.14 0.16
O -0.23 0.12 0.19
H 0.18 0.09 -0.07
H 0.12 -0.18 -0.09
O -0.02 0.15 0.34
H 0.02 0.01 -0.26
H 0.02 -0.21 -0.06
O -0.51 -0.33 0.55
H 0.23 0.08 -0.08
H -0.02 0.39 -0.40
O -0.44 -1.08 0.30
H -0.06 0.61 -0.69
H 0.53 0.50 0.43
O 0.43 0.18 -0.02
H -0.16 0.11 0.19
H -0.06 -0.25 -0.26
O 0.21 0.12 -0.22
H -0.85 0.03 0.38
H -0.12 0.28 0.48
O -0.08 -0.33 -0.50
H 0.04 0.07 0.16
H -0.05 0.21 0.14
O 1.16 -0.09 -1.32
H -0.29 -0.11 0.30
H -0.07 -0.28 0.42
O 0.37 -0.05 0.45
H -0.17 0.21 -0.36
H -0.19 -0.13 0.00

Summary:
2S+1: 1
E_LUMO (eV): -0.3561
Energy relative to the best compared isomer or geometry (same formula, charge and spin) (kcal per mole): 82.5

Results of the natural (NBO) charge analysis, in e, for atoms 1 through 2: -0.9614 0.4768



Formula: CHF4N
Source: OMol25
Level of theory: the ωB97M-V functional and the def2-TZVPD basis

Cartesian coordinates (Å):
C  -0.2522  -0.6776  0.0747
N  0.2797  0.9464  -0.6043
F  0.8320  -1.2984  0.4915
F  -1.0703  -0.4387  1.0701
F  -0.8319  -1.3330  -0.8951
F  -0.2473  1.8737  0.2587
H  1.2900  0.9275  -0.3955

Atomic forces in eV per Å
C 1.29 4.16 -1.23
N -0.89 -4.09 0.41
F 0.05 -0.32 0.02
F 0.00 -0.17 -0.17
F -0.01 -0.05 0.07
F -0.05 0.39 0.59
H -0.40 0.08 0.31

Summary:
2S+1: 1
E_LUMO (eV): 0.8733
Energy relative to the best compared isomer or geometry (same formula, charge and spin) (kcal per mole): 21.2

Results of the natural (NBO) charge analysis, in e, for atoms 1 through 2: 1.0590 -0.2462



Formula: H2N2OS
Source: OMol25
Level of theory: the ωB97M-V functional and the def2-TZVPD basis

Cartesian coordinates (Å):
N  0.3717  0.0587  -0.5815
N  0.0914  -0.9652  -0.0769
O  1.2613  0.6798  -1.4131
S  -1.6112  -0.1364  1.3834
H  1.1685  1.6200  -1.5072
H  -1.2818  -1.2570  2.1953

Atomic forces in eV per Å
N -2.80 1.47 1.97
N 2.01 1.75 -2.03
O 2.40 -3.71 -1.15
S 0.21 -1.77 1.28
H -1.31 0.83 0.86
H -0.51 1.43 -0.94

Summary:
2S+1: 1
E_LUMO (spin up / spin down) (eV): -1.2102 / -0.7719
Energy relative to the best compared isomer or geometry (same formula, charge and spin) (kcal per mole): 102.6

Results of the natural (NBO) charge analysis, in e, for atoms 1 through 2: 0.1035 -0.0339



Formula: C5H8O
Source: OMol25
Level of theory: the ωB97M-V functional and the def2-TZVPD basis

Cartesian coordinates (Å):
C  2.8221  0.3533  -0.3529
C  1.4837  -0.0183  0.1009
C  0.3361  -0.3695  0.2263
C  -1.0119  -0.8454  -0.1135
C  -2.2003  -0.0560  0.4372
O  -2.0601  1.3323  0.2494
H  3.2361  1.2228  0.1626
H  3.5225  -0.4820  -0.2594
H  2.7383  0.5977  -1.4172
H  -1.0345  -0.7517  -1.2036
H  -1.1159  -1.9082  0.1329
H  -3.0804  -0.3524  -0.1409
H  -2.3973  -0.3128  1.4898
H  -1.2384  1.5902  0.6882

Atomic forces in eV per Å
C 0.11 0.04 -0.04
C -0.54 -0.16 0.02
C 0.51 0.16 -0.24
C -0.02 -0.05 -0.12
C -0.13 -0.35 0.04
O 0.20 0.10 0.18
H -0.08 -0.12 0.03
H -0.09 0.13 0.08
H 0.15 0.03 0.12
H -0.18 -0.17 0.01
H -0.04 0.14 0.01
H 0.04 0.03 0.15
H 0.15 0.12 -0.13
H -0.07 0.09 -0.12

Summary:
Structure (SMILES): CC#CCCO
2S+1: 1
E_LUMO (eV): 0.9302
Energy relative to the best compared isomer or geometry (same formula, charge and spin) (kcal per mole): 49.5

Results of the natural (NBO) charge analysis, in e, for atoms 1 through 2: -0.6832 0.0153



Formula: C20H38BeF6N2O8S2
Source: OMol25
Level of theory: the ωB97M-V functional and the def2-TZVPD basis

Cartesian coordinates (Å):
Be  0.4203  0.4519  -0.3725
C  3.8399  2.5391  1.7827
F  3.0478  3.5940  1.6468
F  4.9528  2.8371  1.1547
F  3.9818  2.3394  3.0798
S  3.0467  0.9949  0.9252
O  4.0404  -0.0464  0.7959
O  1.7701  0.6812  1.6023
O  2.6391  1.4817  -0.4036
C  -1.6405  -0.8889  -4.9195
F  -1.6492  -2.1558  -4.5548
F  -0.4961  -0.6358  -5.4907
F  -2.6204  -0.6471  -5.7771
S  -1.9542  0.2063  -3.3177
O  -2.0279  1.5561  -3.9006
O  -3.2038  -0.3013  -2.7697
O  -0.7990  0.1331  -2.3496
C  -1.3310  -2.5206  0.0162
C  -0.0717  -3.2455  -0.5870
C  -0.5822  -3.7321  -2.0249
C  0.5389  -4.0866  -3.0363
C  1.5910  -2.9691  -3.1315
C  2.1633  -2.5115  -1.7327
N  1.0126  -2.2511  -0.7757
O  1.3769  -1.7533  0.4598
C  3.1328  -3.6571  -1.2403
C  2.9916  -1.2483  -1.9721
C  0.2546  -4.4380  0.2156
H  -1.1916  -2.3355  1.0813
H  -2.2222  -3.0927  -0.2418
H  -1.6106  -1.5749  -0.4480
H  -1.3731  -4.4818  -2.0005
H  -1.0579  -2.8489  -2.4511
H  0.0521  -4.3068  -3.9863
H  0.9166  -5.0016  -2.5798
H  1.2008  -2.0774  -3.6221
H  2.4326  -3.3560  -3.7060
H  3.2318  -3.5776  -0.1578
H  2.7018  -4.6425  -1.4173
H  4.1022  -3.6168  -1.7372
H  3.4044  -1.3244  -2.9780
H  2.3248  -0.4153  -2.1951
H  3.8307  -1.0682  -1.3001
H  -0.6301  -4.8779  0.6760
H  0.8204  -4.0527  1.0638
H  0.9465  -5.1649  -0.2097
H  1.9143  -2.4412  0.8593
C  -1.3269  0.0014  2.7357
C  -1.6235  1.5163  2.6484
C  -0.6743  2.1302  3.7423
C  -0.5635  3.6893  3.5842
C  -0.2637  4.1863  2.1364
C  -1.1811  3.5208  1.0947
N  -1.2560  2.0036  1.3077
O  -1.8695  1.3715  0.2329
C  -2.5858  4.2294  1.2341
C  -0.6811  3.7978  -0.3692
C  -3.0779  1.8288  3.1696
H  -1.9390  -0.5240  2.0027
H  -1.5217  -0.4585  3.7046
H  -0.3074  -0.2619  2.4539
H  -0.9479  1.8941  4.7707
H  0.3370  1.7442  3.6143
H  0.2061  4.0407  4.2715
H  -1.4742  4.1077  4.0129
H  0.7792  3.9314  1.9483
H  -0.5721  5.2231  2.2711
H  -3.4058  3.8344  0.6344
H  -3.0569  4.1556  2.2143
H  -2.6314  5.2851  0.9667
H  -1.3265  3.4367  -1.1699
H  -0.5571  4.8683  -0.5332
H  0.2389  3.3504  -0.7452
H  -3.2644  2.7550  3.7132
H  -3.3176  1.1111  3.9541
H  -3.8263  1.7189  2.3849
H  -2.5280  2.0432  0.0411

Atomic forces in eV per Å
Be 1.73 -1.41 -1.39
C -0.76 -0.39 -0.54
F -0.85 0.19 -0.21
F 0.46 -0.57 0.35
F 0.54 -0.40 -0.06
S 0.94 -0.93 -1.77
O -0.66 1.08 1.46
O -1.20 0.17 0.48
O -1.55 0.64 -0.70
C -0.51 0.75 1.53
F -0.26 -0.76 0.01
F 0.88 0.48 -0.27
F 0.06 -0.03 0.38
S -1.37 2.56 -0.99
O 0.30 -1.71 0.73
O 1.31 -0.15 -0.14
O 1.06 -0.45 1.03
C 0.71 -0.19 -0.14
C -2.50 0.27 -3.12
C 0.80 2.23 -0.51
C -0.81 0.12 1.71
C -0.41 -0.29 1.14
C 0.52 -1.36 -0.39
N -1.01 0.57 -2.30
O 0.61 0.46 0.59
C -1.24 0.43 0.28
C -0.38 -0.29 -0.96
C 1.29 -0.10 1.95
H -0.30 -0.39 0.10
H 0.06 -0.44 0.65
H 0.68 0.37 -0.41
H 0.29 -0.23 0.51
H -0.27 0.12 0.10
H 0.33 -0.06 -0.06
H 0.73 -0.24 -0.72
H -0.20 -0.08 -0.18
H 0.13 0.27 -0.02
H 0.57 0.00 0.10
H 0.02 0.05 -0.14
H -0.08 0.22 0.17
H 0.46 -0.50 -0.02
H -0.11 0.49 0.83
H -0.57 0.24 0.19
H 0.05 -0.25 -0.41
H 0.07 -0.24 0.64
H -0.51 -0.10 -0.41
H 0.55 -0.06 0.80
C -0.70 -0.51 -1.45
C 1.63 -1.45 3.27
C 1.12 2.04 -1.40
C -0.38 -1.31 0.50
C -0.73 -1.53 1.95
C 0.44 1.22 -1.25
N -2.31 2.35 0.63
O 1.47 -0.48 2.15
C -1.28 -0.94 0.30
C -0.23 -0.34 -0.37
C -0.63 -0.32 -0.60
H -0.32 -0.15 0.13
H -0.09 0.52 0.06
H 0.27 0.42 0.17
H -0.55 -0.27 -0.32
H -0.02 -0.33 -0.20
H 0.22 0.02 -0.22
H -0.18 0.30 -0.39
H -0.04 0.71 -0.33
H 0.82 0.24 -1.06
H 0.23 -0.55 -0.67
H 0.72 0.08 0.24
H 0.98 -0.05 -0.11
H -0.79 0.21 0.25
H -0.11 -0.01 0.31
H 0.70 -0.21 0.98
H 0.64 0.36 -0.57
H 0.34 -0.52 -0.34
H -0.06 -0.03 0.01
H -0.79 0.41 -1.53

Summary:
2S+1: 2
<S²>: 0.76
Net charge: +1
E_LUMO (spin up / spin down) (eV): -5.8521 / -8.1179

Results of the Mulliken charge analysis, in e, for atoms 1 through 2: 1.2761 0.4807



One value per record, in order, for calculated total energy: -29002.00685; -11559.41521; -17185.49672; -37438.93149; -13410.35129; -15889.88954; -7360.10752; -79078.57307 eV.
One value per record, in order, for largest force on an atom: 1.8; 2.7; 2.0; 1.8; 4.5; 4.6; 0.6; 4.0 eV Å⁻¹.